# 1
DFT (ωB97M-V/def2-TZVPD) results for C3H7N3O in the gas phase at a distorted geometry.

Computed properties:
**LUMO energy**: 0.67 eV
**HOMO level**: -8.80 eV
**Strongest force on any atom**: 5.99 eV/A
**ΔE to the lowest compared entry with this formula, charge and spin**: 2.332 eV
**HOMO-LUMO gap**: 9.5 eV

```
! RIJCOSX wB97M-V def2-TZVPD def2/J DEFGRID3
* xyz 0 1
H 2.8003 -1.2034 0.2307
N 2.6851 -0.1903 -0.0368
C 1.2882 0.1174 -0.0152
N 0.7264 1.3703 -0.2803
C 0.2685 -0.9200 0.3472
N -1.0819 -1.1454 -0.2560
C -1.9372 -0.0597 -0.2566
O -1.8273 0.9030 0.4692
H -0.1626 1.3574 0.2603
H 1.2355 2.2406 -0.6558
H -0.1369 -0.6605 1.3747
H 0.8835 -1.8661 0.5324
H -1.1595 -1.6382 -1.1797
H -2.8665 -0.5217 -0.7571
*
```

Results of the natural (NBO) charge analysis, in e, for atoms 1 through 5: atom 1 (H): 0.322, atom 2 (N): -0.728, atom 3 (C): 0.424, atom 4 (N): -0.857, atom 5 (C): -0.343

=====

# 2
DFT (ωB97M-V/def2-TZVPD) results for 2 unconnected molecules or ions with the total composition CH7N4 at a distorted geometry.

Computed properties:
**LUMO energy**: -4.87 eV
**HOMO level**: -13.50 eV
**Strongest force on any atom**: 4.55 eV/A
**ΔE to the lowest compared entry with this formula, charge and spin**: 4.452 eV
**HOMO-LUMO gap**: 8.6 eV

```
! RIJCOSX wB97M-V def2-TZVPD def2/J DEFGRID3
* xyz 1 1
C -0.6771 0.4942 0.3953
N 0.0864 0.9065 -0.5795
N 1.5625 -0.2589 0.0608
N 2.7176 0.0430 -0.1926
N -2.0165 -0.4686 -0.1533
H -0.3809 -0.2337 1.1132
H -1.1466 1.3432 0.7895
H 3.1488 0.4749 -0.9387
H 3.4127 -0.4889 0.3802
H -2.4365 0.0682 -0.9388
H -2.6449 -0.6432 0.6303
H -1.6256 -1.2367 -0.5664
*
```

Results of the natural (NBO) charge analysis, in e, for atoms 1 through 5: atom 1 (C): -0.141, atom 2 (N): -0.267, atom 3 (N): 0.024, atom 4 (N): -0.349, atom 5 (N): -0.797

=====

# 3
DFT (ωB97M-V/def2-TZVPD) results for ClFH2NP in the gas phase at a distorted geometry.

Computed properties:
**LUMO energy**: 0.61 eV
**HOMO level**: -9.59 eV
**Strongest force on any atom**: 4.61 eV/A
**ΔE to the lowest compared entry with this formula, charge and spin**: 0.835 eV
**HOMO-LUMO gap**: 10.2 eV

```
! RIJCOSX wB97M-V def2-TZVPD def2/J DEFGRID3
* xyz 0 1
N 0.1855 0.8620 -0.4159
P 0.1028 -0.5891 0.8564
F 0.5718 -1.6752 -0.3114
Cl -1.8517 -0.9455 0.9329
H 0.2383 1.7359 0.1891
H 0.7533 0.6119 -1.2512
*
```

Results of the natural (NBO) charge analysis, in e, for atoms 1 through 5: atom 1 (N): -1.189, atom 2 (P): 1.252, atom 3 (F): -0.588, atom 4 (Cl): -0.285, atom 5 (H): 0.395

=====

# 4
DFT (ωB97M-V/def2-TZVPD) results for C5H10O2 in the gas phase at a distorted geometry.

Computed properties:
**LUMO energy**: 1.00 eV
**HOMO level**: -9.60 eV
**Strongest force on any atom**: 2.33 eV/A
**ΔE to the lowest compared entry with this formula, charge and spin**: 2.484 eV
**HOMO-LUMO gap**: 10.6 eV

```
! RIJCOSX wB97M-V def2-TZVPD def2/J DEFGRID3
* xyz 0 1
O 2.0601 0.3141 0.5117
C 1.7734 -0.9814 0.0693
C 0.3797 -0.7102 -0.5348
C -0.7406 -0.7683 0.4785
C -1.6294 0.4135 0.1086
C -0.6517 1.5311 -0.1827
O 0.3295 0.8782 -1.0062
H 1.5071 0.8857 -0.1938
H 1.7636 -1.7348 0.8978
H 2.5054 -1.4030 -0.6512
H 0.1932 -1.1431 -1.5055
H -0.3395 -0.6618 1.4976
H -1.2830 -1.7162 0.4192
H -2.3524 0.6609 0.8833
H -2.1529 0.1834 -0.8274
H -0.2007 1.9371 0.7380
H -1.1348 2.3695 -0.7058
*
```

Results of the natural (NBO) charge analysis, in e, for atoms 1 through 5: atom 1 (O): -0.759, atom 2 (C): -0.091, atom 3 (C): 0.100, atom 4 (C): -0.451, atom 5 (C): -0.416

=====

# 5
DFT (ωB97M-V/def2-TZVPD) results for 2 unconnected molecules or ions with the total composition C8H9F at a distorted geometry.

Computed properties:
**LUMO energy (alpha / beta)**: 1.03 / -1.90 eV
**HOMO level (alpha / beta)**: -5.16 / -9.06 eV
**Strongest force on any atom**: 11.30 eV/A
**ΔE to the lowest compared entry with this formula, charge and spin**: 2.748 eV
**HOMO-LUMO gap (alpha / beta)**: 6.2 / 7.2 eV

```
! RIJCOSX wB97M-V def2-TZVPD def2/J DEFGRID3
* xyz 0 3
C -0.4484 1.7638 0.5555
C 0.7830 1.7624 -0.4324
C -0.8377 0.6939 1.2578
C 1.3037 0.3595 -0.5374
C -1.4763 -1.7442 -1.0932
C -0.5205 -2.0270 -1.7812
C -0.1492 -0.5909 1.2778
C 0.8730 -0.6579 0.1815
F 1.2974 -1.9164 -0.0455
H -1.0261 2.7388 0.5482
H 1.5853 2.4170 -0.1276
H -1.4842 0.7521 2.1497
H 1.9869 0.2374 -1.3343
H -2.3416 -1.7108 -0.5060
H 0.5240 1.9744 -1.4231
H 0.3999 -2.0522 -2.2969
H 0.3971 -0.5799 2.3690
H -0.8663 -1.4200 1.2379
*
```

Results of the natural (NBO) charge analysis, in e, for atoms 1 through 5: atom 1 (C): -0.121, atom 2 (C): -0.476, atom 3 (C): -0.163, atom 4 (C): -0.289, atom 5 (C): -0.270

=====

# 6
DFT (ωB97M-V/def2-TZVPD) results for C7H12 in the gas phase at a distorted geometry.

Computed properties:
**LUMO energy**: 1.11 eV
**HOMO level**: -9.10 eV
**Strongest force on any atom**: 3.76 eV/A
**ΔE to the lowest compared entry with this formula, charge and spin**: 3.508 eV
**HOMO-LUMO gap**: 10.2 eV

```
! RIJCOSX wB97M-V def2-TZVPD def2/J DEFGRID3
* xyz 0 1
C 0.5132 -2.7312 0.5557
C 0.2373 -0.9647 0.7102
C 1.0298 0.0697 -0.1602
C -0.2466 0.9207 -0.2650
C -0.4219 2.3244 0.2384
C -0.5907 2.0238 -1.2304
C -1.0706 -0.3068 0.1572
H 1.4568 -3.1113 1.0301
H 0.5487 -2.9103 -0.5014
H -0.2892 -3.3319 1.0404
H 0.4647 -1.4382 1.6342
H 1.9449 0.5656 0.1895
H 1.2261 -0.3882 -1.1405
H 0.4620 2.8824 0.5425
H -1.3151 2.5631 0.8133
H 0.1781 2.3823 -1.9146
H -1.5973 2.0650 -1.6460
H -1.3690 -0.8556 -0.7476
H -1.9587 -0.1350 0.7790
*
```

Results of the natural (NBO) charge analysis, in e, for atoms 1 through 5: atom 1 (C): -0.635, atom 2 (C): -0.221, atom 3 (C): -0.399, atom 4 (C): -0.053, atom 5 (C): -0.413

=====

# 7
DFT (ωB97M-V/def2-TZVPD) results for a molecular structure, C10H28GaN3O7PS at a distorted geometry.

Computed properties:
**LUMO energy**: 2.25 eV
**HOMO level**: -5.08 eV
**Strongest force on any atom**: 2.70 eV/A
**HOMO-LUMO gap**: 7.3 eV

```
! RIJCOSX wB97M-V def2-TZVPD def2/J DEFGRID3
* xyz -1 1
C -4.5269 0.9612 -2.2538
S -3.1030 -0.0502 -2.8377
O -2.1916 0.9125 -3.5321
O -3.6550 -1.1408 -3.6968
Ga -1.8556 -0.9635 -1.0476
O -2.1232 -2.8165 -1.0830
P -2.6770 0.0850 0.9076
O -1.7869 1.3219 1.1978
H -4.8588 1.6183 -3.0684
H -4.1612 1.5876 -1.4328
H -5.3766 0.3347 -1.9641
H -0.3059 -0.6949 -1.2774
H -3.0457 -3.0091 -0.9563
H -4.0014 0.6044 0.6976
H -2.7298 -0.7736 2.0443
C -1.3948 -4.7946 -3.3543
C -2.8502 -5.1698 -3.2916
O -3.6052 -4.7062 -2.4596
N -3.3158 -6.0630 -4.2157
C -2.5801 -6.7172 -5.2776
H -1.1865 -4.0812 -2.5617
H -0.7689 -5.6791 -3.2095
H -1.1658 -4.3292 -4.3151
H -4.2963 -6.2663 -4.1165
H -3.0302 -6.4580 -6.2390
H -2.6392 -7.8004 -5.1419
H -1.5379 -6.4172 -5.2827
C 1.6474 0.9741 5.8353
C 0.6168 0.6814 4.7721
O -0.2855 -0.1251 4.9524
N 0.7270 1.3499 3.5984
C 1.7243 2.3287 3.2196
H 1.4337 0.3696 6.7128
H 2.6460 0.7241 5.4740
H 1.6103 2.0268 6.1196
H 0.0081 1.1126 2.9235
H 1.2190 3.2659 2.9737
H 2.2500 1.9686 2.3337
H 2.4445 2.5075 4.0112
C 5.3644 3.0571 0.7779
C 4.9552 3.7220 2.0665
O 4.9375 3.1226 3.1291
N 4.5949 5.0328 2.0130
C 4.5484 5.9043 0.8544
H 5.6197 2.0210 0.9792
H 4.5415 3.0796 0.0620
H 6.2380 3.5557 0.3548
H 4.3319 5.4119 2.9078
H 5.2155 6.7533 1.0182
H 3.5300 6.2757 0.7270
H 4.8509 5.3851 -0.0485
*
```

Results of the Mulliken charge analysis, in e, for atoms 1 through 5: atom 1 (C): -0.905, atom 2 (S): 0.922, atom 3 (O): -0.709, atom 4 (O): -0.661, atom 5 (Ga): 0.375

=====

# 8
DFT (ωB97M-V/def2-TZVPD) results for 2 unconnected molecules or ions with the total composition FH2OP at a distorted geometry.

Computed properties:
**LUMO energy (alpha / beta)**: -2.05 / -2.05 eV
**HOMO level (alpha / beta)**: -9.92 / -9.93 eV
**Strongest force on any atom**: 5.29 eV/A
**ΔE to the lowest compared entry with this formula, charge and spin**: 7.316 eV
**HOMO-LUMO gap (alpha / beta)**: 7.9 / 7.9 eV

```
! RIJCOSX wB97M-V def2-TZVPD def2/J DEFGRID3
* xyz 0 1
O 0.7686 -1.2418 1.8212
F 1.0546 -0.7373 3.0035
P 0.2635 0.7146 0.4175
H 1.1529 -0.1243 -0.3255
H 1.2401 1.3102 1.0654
*
```

Atom-resolved charges from natural (NBO), all expressed in e: atom 1 (O): -0.280, atom 2 (F): -0.158, atom 3 (P): 0.517, atom 4 (H): -0.014, atom 5 (H): -0.066

=====

# 9
DFT (ωB97M-V/def2-TZVPD) results for 2 unconnected molecules or ions with the total composition C5H10O2 at a distorted geometry.

Computed properties:
**LUMO energy**: 0.64 eV
**HOMO level**: -7.78 eV
**Strongest force on any atom**: 7.12 eV/A
**ΔE to the lowest compared entry with this formula, charge and spin**: 4.305 eV
**HOMO-LUMO gap**: 8.4 eV

```
! RIJCOSX wB97M-V def2-TZVPD def2/J DEFGRID3
* xyz 0 1
C -0.2727 -2.3329 1.9566
C -0.8378 -0.9659 1.7267
C -0.5091 -0.4924 0.4616
C -0.8056 0.8652 -0.0047
C -2.0746 1.4150 0.2023
O -2.7226 2.4532 -0.1346
H 0.6594 -2.6267 1.4582
H 0.0465 -2.4639 3.0754
H -0.8327 -3.2547 1.6094
H -1.2342 -0.2141 2.3714
H -0.2362 -1.0066 -0.4418
H 0.0035 1.3399 -0.5474
H -2.6560 0.6020 0.6446
H -2.3000 3.2697 -0.6580
O 4.2213 1.0704 -4.1462
H 4.6592 1.9126 -3.8837
H 4.8915 0.4292 -3.6896
*
```

Results of the natural (NBO) charge analysis, in e, for atoms 1 through 5: atom 1 (C): -0.656, atom 2 (C): -0.238, atom 3 (C): -0.184, atom 4 (C): -0.386, atom 5 (C): 0.185